Formula: C15H38BFN3O6
Source: the OMol25 dataset
Level of theory: ωB97M-V/def2-TZVPD

Computed properties:
strongest force on any atom: 6.47 eV/A
frontier orbital gap: 7.07 eV
E_HOMO: -11.1 eV

Geometry as ORCA input:
```
! wB97M-V def2-TZVPD RIJCOSX def2/J DEFGRID3
* xyz 1 1
C 0.912 -0.709 -1.029
C 1.286 -2.165 -0.467
O 0.990 -3.271 -1.371
B -0.326 -3.194 -1.917
O -0.467 -3.410 -3.352
N -1.613 -2.954 -1.138
C -2.768 -2.472 -2.025
C -4.086 -2.178 -1.098
C -5.091 -1.105 -1.781
O -6.261 -0.974 -0.898
C -2.003 -4.162 -0.307
C -2.101 -3.682 1.232
O -3.201 -3.498 1.814
F -0.930 -3.400 2.032
H 1.494 0.057 -0.376
H -0.200 -0.419 -0.914
H 1.314 -0.552 -2.100
H 0.842 -2.302 0.594
H 2.436 -2.170 -0.312
H -1.000 -4.225 -3.519
H -1.442 -2.160 -0.481
H -2.526 -1.450 -2.517
H -3.057 -3.241 -2.823
H -3.696 -1.667 -0.130
H -4.579 -3.192 -0.906
H -4.523 -0.103 -1.813
H -5.489 -1.443 -2.805
H -5.963 -1.347 -0.034
H -2.948 -4.698 -0.675
H -1.114 -4.902 -0.376
C -0.783 4.533 0.517
C -0.529 4.242 -0.960
C -1.712 3.548 -1.670
O -1.865 2.164 -1.354
C -2.483 1.914 -0.100
N 0.708 3.460 -1.087
H -0.665 3.650 1.150
H -0.066 5.274 0.882
H -1.787 4.936 0.675
H -0.374 5.207 -1.453
H -1.522 3.584 -2.748
H -2.652 4.087 -1.505
H -3.258 2.649 0.130
H -1.730 1.884 0.688
H -2.946 0.923 -0.145
H 0.934 3.365 -2.076
H 0.494 2.505 -0.794
C 5.278 1.714 3.373
C 4.071 1.810 2.444
C 3.311 0.477 2.271
O 3.964 -0.476 1.435
C 5.029 -1.177 2.061
N 4.507 2.354 1.150
H 6.149 1.263 2.893
H 5.584 2.714 3.694
H 5.042 1.135 4.270
H 3.375 2.525 2.896
H 2.358 0.698 1.776
H 3.059 0.030 3.240
H 4.823 -1.378 3.116
H 5.960 -0.622 1.947
H 5.154 -2.132 1.545
H 3.684 2.523 0.572
H 5.000 1.607 0.657
*
```